Record 1
Molecular formula: C7H6DyO6S
Method: DFT, ωB97M-V with the def2-TZVPD basis set

Atoms and positions in Å:
O -0.0239 0.2653 -4.8493
C -0.0275 0.2664 -3.7019
Dy -0.0555 0.2932 -1.0056
O 2.0619 -2.3987 -1.4909
C 1.3655 -1.4848 -1.5258
C -1.3916 2.0198 -1.5205
O -2.1179 2.9407 -1.5009
C -1.7825 -1.1118 -1.5186
O -2.6821 -1.8236 -1.4908
C 1.7316 1.6383 -1.4916
O 2.6358 2.3491 -1.4965
C 0.1483 0.6841 3.1043
S -0.0413 0.3697 1.4982
C 0.2419 -1.5216 1.4339
O -1.4787 0.7743 1.0673
H 1.1352 0.2746 3.3980
H -0.6682 0.1905 3.5254
H 0.0654 1.7455 3.1661
H -0.1600 -1.7821 2.4077
H -0.2654 -2.0238 0.6095
H 1.3089 -1.6649 1.3822

Properties
E_tot   -54523.67869 eV
Multiplicity   6
Frontier orbital gap (alpha / beta)   7.391 / 7.629 eV
Energy relative to the best compared isomer or geometry (same formula, charge and spin)   396.17 kJ/mol
Net charge   +3

Here are the Mulliken charges for atoms 1 to 6, given in e: -0.03, 0.33, -0.35, 0.00, 0.44, 0.56

***

Record 2
Molecular formula: C4H6HgLiO2
Method: DFT, ωB97M-V with the def2-TZVPD basis set

Atoms and positions in Å:
O 0.8008 -1.2995 -1.3983
Hg -1.0000 -0.9232 -1.8131
C 1.4913 -0.4395 -0.5557
C 0.7224 -0.1017 0.7252
H 2.4582 -0.8847 -0.2446
H 0.6464 -1.0270 1.3217
H 1.2925 0.6185 1.3365
H 1.7558 0.5124 -1.0661
C -1.0004 1.0972 -0.5587
C -0.7440 0.4065 0.6157
O -1.5413 0.1446 1.5792
Li -2.7083 -1.1924 1.9325
H -0.2363 1.4303 -1.2677
H -1.9370 1.6585 -0.6064

Properties
E_tot   -12717.34698 eV
Multiplicity   2
Frontier orbital gap (alpha / beta)   5.172 / 6.088 eV
Energy relative to the best compared isomer or geometry (same formula, charge and spin)   0.00 kJ/mol
Net charge   0

Here are the Mulliken charges for atoms 1 to 6, given in e: -0.75, 0.33, -0.34, -0.30, 0.35, 0.20

***

Record 3
Molecular formula: C4H8BaO3
Method: DFT, ωB97M-V with the def2-TZVPD basis set

Atoms and positions in Å:
C -1.5988 -1.3792 2.2415
C -1.7473 -0.6028 0.9596
O -0.9244 0.5858 1.0603
H -2.2695 -2.2466 2.1904
H -0.5691 -1.7347 2.3745
H -1.8889 -0.7695 3.1067
H -2.7764 -0.2419 0.8089
H -1.4167 -1.1522 0.0688
Ba 0.4998 3.7912 -0.3703
O -0.6693 1.0940 -0.1092
O 1.2578 1.8875 -2.0120
C 2.1581 1.0159 -2.3724
C 2.2663 -0.1959 -1.7591
H 2.7830 -1.0076 -2.2729
H 2.7842 1.2912 -3.2265
H 2.1113 -0.3352 -0.6882

Properties
E_tot   -11093.28422 eV
Frontier orbital gap (alpha / beta)   8.260 / 9.207 eV
Energy relative to the best compared isomer or geometry (same formula, charge and spin)   0.00 kJ/mol
Net charge   +2

Here are the Mulliken charges for atoms 1 to 6, given in e: -1.07, -0.15, 0.09, 0.36, 0.31, 0.32

***

Record 4
Molecular formula: C14H22AlBr2F4IN2O
Method: DFT, ωB97M-V with the def2-TZVPD basis set

Atoms and positions in Å:
C 1.5063 4.4708 -1.1586
C 0.5707 3.7096 -2.3128
F 1.5486 3.2201 -3.3426
Al -0.3378 2.0258 -1.4862
C -0.3583 0.6077 -2.9683
C 0.0466 -0.9211 -2.4502
C 0.5559 -1.7326 -3.7803
F -0.0760 -1.2394 -5.0593
Br 2.5697 -1.4526 -3.8841
C 0.3364 -3.3560 -3.7352
F -0.4253 -3.8585 -2.5696
F 1.6549 -4.0541 -3.8699
Br -0.7184 -3.8828 -5.3968
C -2.2806 2.5277 -1.0431
C -3.0909 3.0708 -2.3941
O -2.8305 4.3531 -2.7641
I -4.5032 1.7279 -3.4012
H 2.0911 5.3601 -1.6606
H 0.8821 4.8813 -0.2576
H 2.2841 3.6616 -0.8076
H -0.2131 4.4636 -2.7752
H 0.4019 1.5965 -0.1553
H -1.4872 0.5377 -3.3488
H 0.3747 0.9731 -3.8218
H -0.8275 -1.4330 -1.8583
H 0.9482 -0.7585 -1.6852
H -2.8754 1.6299 -0.5434
H -2.3528 3.4178 -0.2519
C -0.8936 -0.5191 6.0730
C 0.3948 -1.1012 5.5226
N 0.3776 -1.3317 4.0704
C -0.3309 -0.6267 3.1073
C -0.0284 -1.1877 1.8989
N 0.8779 -2.2036 2.1463
C 1.1208 -2.2724 3.4628
C 1.4933 -3.0702 1.1491
H -1.7531 -1.1382 5.7982
H -0.8474 -0.4561 7.1646
H -1.0661 0.4917 5.6898
H 0.5877 -2.0654 6.0075
H 1.2389 -0.4387 5.7423
H -0.9732 0.1869 3.3970
H -0.3389 -0.9888 0.8874
H 1.8000 -2.9627 3.9505
H 1.2594 -4.1103 1.3914
H 2.5759 -2.9185 1.1694
H 1.1109 -2.8337 0.1533

Properties
E_tot   -185548.03177 eV
Frontier orbital gap   6.246 eV
Net charge   0

Here are the Mulliken charges for atoms 1 to 6, given in e: -0.98, 0.27, -0.37, -0.11, -0.35, -0.54

***

Record 5
Molecular formula: C11H33Br10N3O3
Method: DFT, ωB97M-V with the def2-TZVPD basis set

Atoms and positions in Å:
N 1.2899 -3.8457 -2.8534
H 1.5596 -3.8467 -3.8462
H 2.1485 -4.0422 -2.3237
H 0.5398 -4.5160 -2.6837
H 0.9367 -2.8517 -2.5829
N -1.5440 -3.7646 1.4620
H -2.1685 -3.1611 2.0216
H -1.9103 -4.0037 0.5316
H -1.2518 -4.6042 1.9752
H -0.6971 -3.1762 1.1976
N 1.0243 0.2630 -4.3111
H 0.1312 0.1733 -4.8190
H 0.8729 -0.1984 -3.3603
H 1.1941 1.2733 -4.1270
H 1.7942 -0.1227 -4.8608
O -0.3202 -0.3804 -0.2385
C 0.0715 -1.4820 -0.9366
O 0.0284 -2.6263 -0.3044
O 0.3994 -1.3396 -2.1736
H -0.4893 -0.8557 0.6080
Br 4.0423 -1.4113 -0.9584
C 4.2207 -2.3604 0.7556
C 2.9311 -2.1184 1.5106
Br 3.2016 -2.4615 3.4089
H 5.0924 -1.9803 1.2668
H 4.3533 -3.4113 0.5289
H 2.1441 -2.7614 1.1394
H 2.6583 -1.0765 1.4103
Br -2.8538 -0.8421 1.6730
C -2.9487 1.1120 1.8334
C -4.3517 1.4830 2.1772
Br -4.3007 3.2787 2.9261
H -2.6065 1.5665 0.9146
H -2.2934 1.3647 2.6559
H -4.7567 0.8319 2.9381
H -4.9982 1.5273 1.3132
Br -1.7403 2.3727 -3.9130
C -3.3211 1.4578 -3.2192
C -2.9405 0.5628 -2.0813
Br -4.5642 -0.2407 -1.4101
H -3.7703 0.9088 -4.0348
H -4.0265 2.2044 -2.8701
H -2.4785 1.1205 -1.2800
H -2.2461 -0.1826 -2.4571
Br 1.4752 3.5668 -2.5685
C 0.3973 3.2557 -1.0016
C 0.7714 4.2209 0.0976
Br -0.1954 3.9006 1.7480
H 0.5409 2.2336 -0.6507
H -0.6330 3.3748 -1.3198
H 0.5697 5.2488 -0.1932
H 1.8131 4.1456 0.3882
Br 3.5795 2.0621 2.2603
C 2.9099 1.5465 4.0023
C 1.4147 1.6004 4.0428
Br 0.6439 0.2668 2.8484
H 3.2704 2.2295 4.7681
H 3.3004 0.5547 4.1837
H 1.0712 2.5864 3.7659
H 1.0150 1.3704 5.0255

Properties
E_tot   -722968.41330 eV
Frontier orbital gap   8.520 eV
Net charge   +2

Here are the Mulliken charges for atoms 1 to 6, given in e: -0.28, 0.41, 0.37, 0.39, 0.11, -0.25

***

Record 6
Molecular formula: C18H20F15N2O6ScSe
Method: DFT, ωB97M-V with the def2-TZVPD basis set

Atoms and positions in Å:
Sc -0.2076 1.2646 -0.4222
C -1.6608 -2.2325 2.5632
C -1.3512 -2.6486 1.1464
N -0.0528 -2.1403 0.6378
C 0.9976 -3.0482 1.1768
C 2.3994 -2.6058 0.9479
C -0.1674 -2.2190 -0.8458
C 0.9504 -1.5555 -1.6409
N 1.3754 -0.2560 -1.1721
C 2.5183 0.1964 -1.7432
C 3.0751 1.4090 -1.2151
F 2.3448 2.0965 -0.2884
C 4.2932 1.9153 -1.6042
F 4.7868 3.0672 -1.0645
C 5.1172 1.2185 -2.5107
C 4.5781 0.0768 -3.0826
F 5.3440 -0.5841 -3.9928
C 3.3069 -0.3929 -2.7961
F 2.8709 -1.4440 -3.5277
H -2.6140 -2.6984 2.8961
H -1.7493 -1.1363 2.6292
H -0.8949 -2.5655 3.2757
H -2.1006 -2.2500 0.4612
H -1.4118 -3.7538 0.9787
H 0.7885 -4.0713 0.8312
H 0.7758 -3.0902 2.2471
H 2.5018 -1.7925 0.1971
H 2.9954 -3.4768 0.5769
H 2.8604 -2.2800 1.9000
H -1.1351 -1.7726 -1.1280
H -0.2346 -3.3052 -1.1623
H 0.5819 -1.4907 -2.6803
H 1.8253 -2.2257 -1.7592
H 6.0641 1.6025 -2.8164
O -0.2501 1.7699 -2.3400
Se 0.1226 3.4110 -2.1341
O 1.6874 3.7808 -2.6759
O -0.0150 3.2743 -0.4343
O -0.9859 4.4857 -2.7652
F 2.5516 0.6023 1.9939
C 1.3881 1.2125 2.2890
F 1.5622 2.5706 2.3075
C 0.8060 0.6600 3.6311
F -0.4739 1.0512 3.8134
F 1.5420 1.1734 4.6647
F 0.8467 -0.6961 3.7009
O -1.4795 2.8335 1.7918
H -0.9265 2.8755 2.5985
H -1.1091 3.5154 1.1881
C -4.1167 0.2370 0.9749
C -3.4661 0.6839 -0.2953
O -2.0627 0.5475 -0.1558
C -3.8607 2.1671 -0.5049
F -2.8199 2.8935 -0.8301
F -4.4166 2.7537 0.6003
F -4.7652 2.3000 -1.4987
C -3.8487 -0.2959 -1.4510
F -3.4666 -1.5757 -1.1110
F -5.1715 -0.4014 -1.7469
F -3.2187 -0.0067 -2.5756
H -3.7510 0.8384 1.8055
H -3.8710 -0.8153 1.1814
H -5.2023 0.3436 0.9650

Properties
E_tot   -161067.26108 eV
Frontier orbital gap   5.868 eV
Energy relative to the best compared isomer or geometry (same formula, charge and spin)   0.00 kJ/mol
Net charge   -2

Here are the Mulliken charges for atoms 1 to 6, given in e: 0.63, -1.15, 0.00, 1.00, -0.85, -0.66